1.
Below is the ion O5S3 with charge -2 at a distorted geometry, with properties calculated with ωB97M-V with the def2-TZVPD basis set.

Geometry as XYZ:
```
8
Properties=species:S:1:pos:R:3:forces:R:3
S 2.9545 0.6772 -0.2500 -2.386 -0.631 0.448
O -2.1261 -0.5940 -0.4137 1.946 1.216 0.501
O 0.7619 -1.0670 1.3562 0.206 0.135 -0.243
O -1.2634 0.8869 1.3768 0.123 -0.242 -0.918
S -1.1215 0.4451 -0.0143 -2.511 2.427 -1.671
O -1.0061 1.5844 -1.0113 -0.147 -2.352 1.804
O 0.9680 -1.4372 -1.0580 -0.684 -0.759 -1.197
S 0.8328 -0.4953 0.0142 3.452 0.206 1.276
```
Forces are in eV/Å.

Values from the calculation:
* largest force on an atom: 3.9 eV Å⁻¹
* orbital gap: 6.49 eV
* E_tot: -42742.2725 eV
* ΔE to the lowest compared entry with this formula, charge and spin: 22.8 kcal/mol
* net charge: -2
* E_HOMO: -0.58 eV
* SMILES string: O=S(=O)([O-])S(=O)(=O)[S-]

***

2.
Below is the ion C12H23FN with charge +1 at a distorted geometry, with properties calculated with ωB97M-V with the def2-TZVPD basis set.

Geometry as XYZ:
```
37
Properties=species:S:1:pos:R:3:forces:R:3
C -2.0096 -0.5023 -0.0446 -2.782 1.400 -0.860
C -1.5130 1.6275 1.3413 -0.176 -0.216 -0.499
F -0.5267 -2.4811 0.5592 -0.246 0.569 0.075
C 2.3562 -0.8088 -0.2843 1.184 0.918 -0.260
H -0.2409 2.6451 -0.8548 1.042 1.320 0.205
H 4.1308 -0.4074 0.9749 0.011 0.068 -0.302
H -3.0908 -0.5462 1.8220 0.542 0.616 2.593
C -3.2967 -0.6559 0.8235 2.962 1.549 -0.875
H -1.9401 2.3649 -1.4024 1.283 -0.220 0.428
C 0.0043 -0.0321 0.1609 -1.403 -4.891 1.938
H -2.4490 -1.9868 -1.4976 -0.152 -1.171 -0.224
H 2.2970 -1.7668 0.1371 -0.662 -1.229 1.045
C -2.4320 -0.9309 -1.4492 4.999 1.427 -1.455
H 2.8372 -0.3847 -2.2918 -1.107 0.380 0.154
H -3.2929 -0.5281 -1.8389 -2.221 1.004 -0.403
H 1.6697 1.0747 0.1175 0.124 0.210 -0.166
C 1.6264 0.1244 1.9514 0.280 0.569 -0.428
H -0.7727 2.3839 1.5009 0.164 0.869 0.535
C -0.7965 -1.2025 0.3554 3.646 3.724 -1.039
H 4.0127 0.5890 -0.4670 0.331 2.390 -0.922
N 1.4116 0.1432 0.4315 0.983 -0.476 1.206
C 3.8084 -0.3346 -0.0686 -0.120 -3.702 0.254
H 1.1842 1.0390 2.2473 -0.342 1.068 0.604
H -1.5603 -0.5420 -2.2092 -1.976 -1.252 1.581
H -0.6259 1.3332 -1.9795 0.360 0.194 -0.519
C -0.9365 1.9134 -1.1259 -3.134 -1.680 -0.321
C -1.1006 0.9300 0.0361 -1.760 -1.093 0.623
H -3.5241 -1.6327 0.7489 -1.346 -3.461 -0.562
H 2.6911 0.1510 2.2830 -0.987 -0.479 -0.563
H 0.9634 -0.6208 2.3627 0.486 -0.656 0.052
C 1.9742 -0.8266 -1.7336 1.588 1.678 -0.589
H 4.4205 -1.0866 -0.6592 -0.508 0.911 0.779
H -2.5225 2.0466 1.2952 0.284 0.318 -0.367
H -4.1048 -0.0427 0.5833 -1.135 1.030 -0.844
H 1.8685 -1.7337 -2.2499 -0.443 -1.699 0.042
H 1.0442 -0.2879 -1.7798 -0.175 0.348 -0.988
H -1.5643 0.9754 2.2041 0.405 -0.336 0.072
```
Forces are in eV/Å.

Values from the calculation:
* largest force on an atom: 5.4 eV Å⁻¹
* orbital gap: 10.22 eV
* E_tot: -17015.1363 eV
* ΔE to the lowest compared entry with this formula, charge and spin: 9.7 kcal/mol
* net charge: +1
* E_HOMO: -12.85 eV
* SMILES string: CC(C)[N@H+](C)C1=C(F)C(C)(C)C1(C)C

***

3.
Below is a cluster of 2 separate species, C3H7O2 in total at a distorted geometry, with properties calculated with ωB97M-V with the def2-TZVPD basis set.

Geometry as XYZ:
```
12
Properties=species:S:1:pos:R:3:forces:R:3
O -0.8777 -0.3040 -0.5598 -0.536 -0.311 -1.140
H 0.8696 -0.3487 2.6576 -0.092 0.400 -0.277
H 0.7729 0.2891 -0.2767 0.036 -0.034 -0.123
C 1.3304 0.4123 0.6652 0.553 0.480 0.943
H -0.2118 -0.8005 -2.4978 -0.257 0.142 0.088
H -1.4780 0.4641 -2.3810 -0.065 0.039 -0.323
H -0.5103 -0.1993 1.4711 0.355 0.475 0.470
O 2.5253 0.6404 0.7779 -0.190 -0.134 -0.006
H 0.1931 1.2806 2.2916 -0.016 -0.181 -0.088
C 0.4019 0.2852 1.8794 -0.028 -0.797 -0.467
C -1.1186 -0.4713 -1.9119 0.159 -0.189 1.098
H -1.8969 -1.2479 -2.1155 0.081 0.110 -0.174
```
Forces are in eV/Å.

Values from the calculation:
* largest force on an atom: 1.3 eV Å⁻¹
* orbital gap: 7.00 eV
* E_tot: -7318.4424 eV
* ΔE to the lowest compared entry with this formula, charge and spin: 57.9 kcal/mol
* net charge: -1
* E_HOMO: -2.63 eV

***

4.
Below is a structure of composition C7H15N at a distorted geometry, with properties calculated with ωB97M-V with the def2-TZVPD basis set.

Geometry as XYZ:
```
23
Properties=species:S:1:pos:R:3:forces:R:3
H 3.7492 -0.0456 -1.3904 -0.313 -0.347 0.899
N -2.8019 -0.0573 1.2428 4.360 1.623 -0.623
C 0.8605 0.0282 -0.5777 1.098 3.291 1.854
H -3.4713 -1.0791 -0.8890 1.959 1.832 -0.655
H 2.0617 -0.4364 2.0256 -0.339 0.061 -1.451
C -1.6239 -0.1655 -0.0379 -0.872 -3.368 -3.814
H -2.1251 -0.7527 -2.1682 -0.601 0.793 1.683
H 0.9136 -1.3735 1.0924 0.646 1.045 -0.536
H -0.5138 1.6288 0.1873 1.198 0.313 0.273
H 2.3172 1.5153 0.2797 -0.713 -0.659 -0.145
H -0.6813 1.1781 -1.4373 0.041 0.018 -0.842
H -3.0786 0.9638 1.1178 0.535 -1.177 0.199
C 3.4031 -0.3470 -0.3711 -0.985 0.355 -0.256
C 1.3323 -0.3174 1.1486 -1.390 -0.290 4.089
C -0.4342 0.7699 -0.4754 -1.077 -0.625 0.163
H -1.1229 -1.1925 -0.0515 -1.039 0.985 0.977
H 4.2037 -0.2103 0.3621 -0.222 0.001 -0.159
H -3.0266 0.6312 -1.4597 -0.482 0.583 -0.085
C -2.6099 -0.3182 -1.1941 -0.773 -2.812 -1.489
C 2.1294 0.4485 0.0303 0.271 -1.080 -2.190
H 3.0310 -1.3773 -0.3457 0.779 -0.090 -0.366
H -1.5359 0.0292 1.1998 -2.938 0.365 2.966
H 0.5490 0.3316 1.6415 0.858 -0.817 -0.493
```
Forces are in eV/Å.

Values from the calculation:
* ⟨S²⟩: 0.755
* largest force on an atom: 5.2 eV Å⁻¹
* orbital gap (alpha / beta): 7.37 / 5.82 eV
* E_tot: -8976.1125 eV
* ΔE to the lowest compared entry with this formula, charge and spin: 209.6 kcal/mol
* net charge: +1
* E_HOMO (alpha / beta): -12.91 / -12.90 eV
* multiplicity: 2

***

5.
Below is a structure of composition C46H59IIrN8OTe at a distorted geometry, with properties calculated with ωB97M-V with the def2-TZVPD basis set.

Geometry as XYZ:
```
117
Properties=species:S:1:pos:R:3:forces:R:3
H -3.2187 -1.6406 -4.2895 -0.003 -0.039 0.025
C -3.2506 1.8330 2.8492 -0.107 -0.300 -0.587
H -3.3639 -4.9578 -2.9102 -0.029 0.048 0.011
C -3.2566 -0.9255 -3.4757 -0.169 0.118 -0.223
H 5.9416 -4.1661 -3.8687 0.012 0.041 -0.007
N -2.4147 -1.3279 -2.3670 0.318 -0.179 -0.037
C -3.2502 2.9438 3.6886 0.131 -0.003 -0.046
C 0.6588 5.3688 1.4294 -0.099 -0.109 -0.055
Ir 1.0306 -0.6447 -1.4873 0.026 -2.084 1.273
H 1.3132 7.2079 2.2736 0.025 0.135 0.025
N 0.2436 -0.0128 0.8513 -0.177 -0.285 -2.123
H -3.7578 -3.8759 -4.2502 0.048 0.039 0.045
H -0.4055 -2.3008 5.4727 -0.056 -0.019 -0.005
C -0.4693 4.9752 0.7266 0.150 0.020 0.216
C -4.5024 -0.0156 1.6364 0.027 0.003 -0.034
C 0.2065 -1.6185 3.5358 -0.056 -0.235 -0.092
H -5.1620 -0.7243 2.1320 -0.024 -0.133 -0.030
H 2.2393 -4.0938 -4.0502 -0.018 -0.035 0.003
H 5.9394 -3.4529 -2.2403 0.020 0.049 0.001
C 0.4234 -1.9916 4.8525 -0.045 -0.018 -0.048
H -4.4782 4.3873 4.6511 0.012 0.161 0.147
N 2.3329 -2.4265 -2.0243 -0.604 2.218 -0.548
H -1.5885 4.3010 3.6815 0.120 0.027 0.007
C 1.1962 6.7564 1.2911 0.025 0.046 -0.020
H -1.4399 -4.5713 -4.8397 0.008 0.006 0.022
I 0.7102 0.3523 -4.2674 -0.010 -0.039 1.321
H -0.9388 5.6815 0.0573 -0.153 0.065 -0.088
C 2.7816 -1.6196 4.5751 0.043 0.028 0.037
C 5.3993 -4.0990 -2.9246 0.241 -0.108 0.110
H -2.2269 3.9238 5.2768 0.016 0.006 0.068
C 2.5670 -1.2431 3.2621 -0.014 0.029 0.061
H 5.1898 -0.1578 -1.0966 0.079 0.014 -0.006
H 1.1184 3.5117 -4.6190 -0.018 -0.002 -0.100
H 2.1774 6.7585 0.8162 0.100 0.036 -0.022
H 2.2160 4.7553 -0.6584 0.043 0.023 0.106
N 1.3755 1.7221 -1.7821 0.473 -1.152 -0.359
H 3.6718 -4.9168 -4.6896 -0.030 0.006 0.012
H 2.1984 -6.3687 0.2908 0.099 -0.082 0.026
N 4.3636 -1.4268 -2.5182 -0.088 -0.214 0.097
Te -1.2914 0.9199 2.1437 -0.219 0.917 1.341
C 1.1746 2.0401 -3.0580 0.033 -0.071 -0.069
H 1.7984 5.3292 -3.0593 -0.007 0.063 0.013
C 1.6751 4.3198 -2.6947 0.095 -0.176 0.200
H 3.7827 -1.6344 4.9794 0.069 0.023 0.018
C -1.0147 3.7086 0.8840 -0.083 -0.123 -0.080
H -3.1225 3.8261 0.6102 -0.125 -0.087 -0.035
H -4.9081 0.1789 0.6449 0.001 -0.096 -0.157
C 0.2655 -3.4726 -1.3937 1.169 -1.491 0.505
C 1.9112 4.0027 -1.3643 -0.126 -0.035 -0.369
H 3.5182 -0.6327 -0.7861 0.195 0.082 -0.009
C 4.2248 -0.3544 -1.5659 0.013 0.160 0.383
H 3.3911 -0.9533 2.6282 0.131 -0.011 -0.035
H -3.9804 -3.3333 -2.5736 0.009 0.015 0.013
O 1.9770 -1.3315 0.5048 -0.093 0.013 -2.992
C 1.4786 2.2302 3.3620 -0.021 -0.120 0.119
C 0.7629 3.1661 2.4389 0.033 -0.081 0.028
C -2.2583 3.3687 0.1274 -0.043 -0.049 -0.084
H -6.8848 4.7398 3.9068 -0.042 0.058 -0.022
H 5.2567 -1.8943 -4.3530 0.009 0.011 0.013
C 1.2992 3.3119 -3.5755 -0.098 -0.204 0.028
C -4.4430 1.2526 2.4297 0.171 0.120 -0.076
H 5.3639 -5.0995 -2.4866 -0.007 -0.008 0.016
H 1.8961 2.3942 0.0775 -0.024 0.021 0.069
C 2.3622 -4.5482 -0.8093 -0.182 0.439 -0.067
H 2.3409 1.7909 2.8615 0.107 -0.102 -0.017
C -0.4020 2.8078 1.7531 -0.133 -0.191 -0.146
H -1.6239 0.5355 -1.7730 -0.022 0.020 0.024
C -4.4698 3.5233 4.0047 -0.106 -0.189 -0.064
C -6.9656 3.6553 3.9387 -0.100 0.037 0.095
H -4.2886 -0.8056 -3.1437 -0.014 -0.024 -0.057
H -3.1999 0.0900 -1.0868 0.037 0.033 -0.020
C -0.4147 -4.5384 -0.8004 0.181 0.373 -0.024
C 1.7078 -1.9863 5.3713 0.021 0.024 0.046
H -2.9054 0.0359 -3.8589 -0.033 0.058 0.013
H -1.4934 -4.5125 -0.7461 -0.126 0.025 -0.005
C 1.1277 -0.8438 1.3147 -1.309 0.955 1.038
H -0.7896 -1.6830 3.1137 0.102 -0.037 0.086
H -0.1013 -3.7602 -4.0162 0.089 -0.076 0.002
H 1.8729 -2.2800 6.3963 0.021 -0.030 0.099
H 5.2751 -0.1851 -3.9009 0.017 -0.031 0.007
C 3.5661 -2.5105 -2.5101 0.107 0.327 -0.585
H -2.4004 2.2855 0.1121 -0.194 0.187 -0.197
H -0.2603 -6.3913 0.2491 -0.077 -0.056 0.049
H -2.1963 3.7497 -0.8923 -0.064 -0.024 -0.047
C -5.6771 3.0109 3.5446 0.166 -0.054 -0.090
C -5.6459 1.8608 2.7711 0.127 0.116 0.184
H -0.8364 -5.2139 -3.2961 0.029 0.033 -0.055
H 2.9631 -5.4437 -3.1497 -0.003 0.042 -0.026
H 1.8429 2.7595 4.2391 0.047 0.022 0.070
C -1.0330 -4.3000 -3.8640 0.261 -0.171 -0.194
C 1.2778 -1.2257 2.7414 0.220 -0.240 -0.007
C -2.2213 -0.2957 -1.3788 -0.125 0.045 0.418
H -7.2170 3.3788 4.9633 -0.076 0.004 0.027
C 1.6667 -5.5769 -0.2118 -0.357 -0.144 0.024
C -2.0044 3.5045 4.2985 0.093 0.142 0.037
N -0.3938 -2.3405 -1.8443 1.438 1.766 0.380
C 0.2756 -5.5838 -0.2242 0.314 -0.163 0.041
N 4.0436 -3.6252 -3.1255 -0.268 0.266 0.285
C 3.1765 -4.5746 -3.7791 -0.240 -0.186 -0.180
H -7.7816 3.3415 3.2935 -0.074 0.009 -0.024
H 0.5250 7.3701 0.6953 0.022 0.107 0.015
C -3.3471 -3.9141 -3.2378 -0.303 -0.145 0.128
H 0.8359 1.4107 3.6907 0.189 0.075 0.072
C 1.2761 4.4434 2.2616 -0.099 0.000 -0.086
C -1.5733 -2.3829 -2.4471 -0.245 0.455 -0.260
H 3.4389 -4.5238 -0.7471 0.148 -0.009 -0.032
C 1.6887 -3.4954 -1.4392 -1.386 -1.226 0.628
H -1.2528 2.7254 4.4210 0.103 0.085 0.093
N -1.9788 -3.4382 -3.1996 0.272 0.270 0.234
H -6.5693 1.4131 2.4336 -0.161 -0.051 -0.024
H 2.1671 4.7334 2.8005 0.101 0.016 0.129
H 3.9040 0.5623 -2.0650 -0.050 0.052 0.001
H 6.3858 -1.3109 -3.1112 -0.001 -0.002 -0.023
C 1.7392 2.6916 -0.9497 0.163 0.166 0.525
C 5.3800 -1.2048 -3.5228 0.198 0.044 -0.282
H -1.7220 -0.6976 -0.4973 -0.072 0.058 -0.126
H -3.5152 -0.4711 1.5408 -0.118 -0.118 -0.108
```
Forces are in eV/Å.

Values from the calculation:
* ⟨S²⟩: 0.761
* largest force on an atom: 3.0 eV Å⁻¹
* orbital gap (alpha / beta): 5.42 / 5.25 eV
* E_tot: -80843.7517 eV
* ΔE to the lowest compared entry with this formula, charge and spin: 84.8 kcal/mol
* net charge: +2
* E_HOMO (alpha / beta): -11.94 / -11.76 eV
* multiplicity: 2

***

6.
Below is a cluster of 3 separate species, C3H11NO4 in total at a distorted geometry, with properties calculated with ωB97M-V with the def2-TZVPD basis set.

Geometry as XYZ:
```
19
Properties=species:S:1:pos:R:3:forces:R:3
H 0.9851 -2.7812 -0.3332 -0.022 -0.101 0.158
H 0.1804 0.4084 2.5344 -0.325 -0.092 -0.256
H -0.1335 -1.7758 1.3674 -0.202 0.240 -0.059
O -1.3462 1.7504 0.5394 0.139 -0.188 0.179
H -2.2654 0.1458 -0.9345 -0.371 -0.145 -0.322
C -0.6860 0.8414 0.0496 -0.535 0.771 -0.185
O 0.0785 -3.0614 -0.5056 -0.071 0.142 -0.169
H -0.6901 3.1594 -1.3951 0.067 -0.246 -0.134
C 0.8233 -0.0668 1.7865 1.165 0.427 0.591
H 0.1269 -3.9861 -0.7629 0.045 -0.017 -0.008
O -0.0870 2.7758 -2.0485 0.115 0.253 0.063
O 0.6941 -1.4673 1.7487 0.097 -0.292 -0.128
H 1.8414 0.0928 2.1643 -0.134 -0.098 0.004
H 1.1590 1.6562 0.5410 0.294 -0.058 -0.140
H 1.2601 0.0406 -0.3147 0.377 0.268 0.069
C 0.7634 0.6507 0.4425 -1.232 -0.698 -0.282
H -0.7844 -0.6977 -1.3525 -0.050 -0.335 0.012
N -1.2807 0.0102 -0.8499 0.761 0.143 0.548
H -0.6392 2.3045 -2.6770 -0.119 0.025 0.061
```
Forces are in eV/Å.

Values from the calculation:
* largest force on an atom: 1.4 eV Å⁻¹
* orbital gap: 10.24 eV
* E_tot: -12969.9261 eV
* ΔE to the lowest compared entry with this formula, charge and spin: 26.1 kcal/mol
* E_HOMO: -9.75 eV
* SMILES string: NC(=O)CCO.O.O